(1)
{
  "formula": "C16H24As2CaF15NO14",
  "method": "ωB97M-V/def2-TZVPD",
  "charge": -2,
  "fmax_ev_per_a": 6.5,
  "homo_energy_ev": -1.44,
  "de_lowest_kj_mol": 806.3,
  "energy_ev": -228018.31608,
  "orbital_gap_ev": 4.33,
  "species": ["Ca", "As", "F", "F", "F", "F", "F", "F", "As", "F", "F", "F", "F", "F", "F", "C", "O", "O", "C", "F", "F", "F", "C", "C", "H", "H", "H", "H", "H", "H", "N", "O", "O", "O", "C", "C", "C", "O", "C", "O", "O", "H", "H", "H", "H", "H", "H", "C", "C", "C", "O", "C", "O", "O", "H", "H", "H", "H", "H", "H", "C", "C", "C", "O", "C", "O", "O", "H", "H", "H", "H", "H", "H"],
  "xyz": [[0.50939, -0.10102, -1.07565], [-1.49617, -1.86348, -4.30749], [-2.81658, -0.97951, -3.53281], [-1.37378, -0.57124, -5.44908], [-0.06894, -2.78607, -5.01277], [-1.77140, -3.22728, -3.01820], [-2.64306, -2.76175, -5.43569], [-0.40925, -0.84906, -3.13421], [3.68698, 1.78816, 0.40171], [2.38049, 0.57893, 0.29861], [4.03484, 1.46870, -1.31698], [5.06732, 2.96723, 0.41895], [3.59259, 1.88422, 2.14355], [5.15286, 0.68085, 0.66809], [2.58041, 3.18358, 0.18361], [0.75846, 2.43096, -3.24256], [1.46139, 2.82067, -4.39704], [1.48260, 1.36451, -2.71650], [0.29421, 3.72685, -2.33019], [1.35343, 4.43868, -1.91258], [-0.46433, 4.66068, -2.77403], [-0.19335, 3.25389, -1.20481], [0.95929, 3.78603, -5.22513], [0.65530, 3.28427, -6.60347], [1.40099, 2.86497, -7.27893], [-0.23017, 2.65125, -6.66113], [0.43870, 4.17506, -7.19311], [1.67451, 4.59436, -5.37738], [0.05036, 4.34266, -4.99685], [-0.15805, 1.90443, -3.50877], [2.74357, -1.74440, -3.22277], [2.08961, -1.56591, -2.25314], [2.40853, -2.68591, -3.99422], [3.61517, -0.97156, -3.55450], [1.89744, -3.62300, 4.47969], [1.87156, -2.32296, 3.70972], [3.21838, -1.86232, 3.09346], [2.91851, -2.02381, 1.65591], [1.66482, -2.23782, 1.49920], [1.08138, -1.96776, 0.42664], [1.04838, -2.59623, 2.62227], [2.19492, -4.45348, 3.83944], [0.94944, -3.79629, 4.98898], [2.65372, -3.40563, 5.23394], [1.44248, -1.50144, 4.28339], [3.78595, -2.69182, 3.51524], [3.70576, -0.95140, 3.44101], [-0.06829, 2.84603, 4.66152], [-0.03206, 1.42815, 3.98829], [-1.34670, 0.62856, 3.96902], [-1.66576, 0.67989, 2.60947], [-0.60726, 1.12396, 1.93412], [-0.62814, 1.18277, 0.67704], [0.41297, 1.47790, 2.70048], [0.82647, 3.44454, 4.49038], [-0.07360, 2.86673, 5.75131], [-1.04459, 3.19958, 4.32997], [0.63083, 0.69760, 4.45192], [-2.08821, 1.28689, 4.42164], [-1.21692, -0.43332, 4.17798], [-5.46316, -1.94047, 2.59802], [-4.33869, -2.50815, 1.64922], [-4.86368, -2.77627, 0.15665], [-3.83675, -2.45696, -0.64107], [-2.78046, -1.86554, 0.16264], [-1.69613, -1.59408, -0.37013], [-3.23965, -1.71703, 1.47579], [-6.34447, -2.56092, 2.43547], [-5.83423, -0.97081, 2.26610], [-5.29033, -1.93707, 3.67423], [-3.88224, -3.46482, 1.90324], [-5.71131, -2.10931, -0.00079], [-5.01646, -3.83732, 0.35397]],
  "forces_ev_per_angstrom": [[1.57, -0.12, -2.20], [0.81, -2.16, 0.86], [0.27, -0.69, -0.42], [0.20, -0.49, 0.11], [-2.70, 1.71, 1.26], [0.62, 2.10, -1.92], [1.25, 1.08, 1.43], [-1.28, -1.48, -1.20], [4.30, 1.15, -2.95], [0.45, 0.51, 0.80], [-1.02, 0.75, 1.98], [-1.49, 0.04, 0.17], [-0.76, -0.24, -0.16], [-2.19, -0.29, 0.44], [0.83, -1.98, 0.46], [0.22, -2.80, 0.28], [0.24, 0.45, 0.68], [-1.67, 2.60, 1.57], [4.66, -2.42, 0.47], [1.76, 0.35, -0.04], [-3.19, 1.40, -1.83], [-1.78, -0.96, 1.32], [0.14, 0.83, -1.57], [-0.65, 0.14, -1.86], [0.64, -0.58, 0.88], [0.04, -0.17, 0.18], [-0.59, 0.44, -0.05], [0.58, 0.16, 0.36], [-0.25, -0.42, 1.03], [-1.22, 0.80, -0.61], [0.56, -1.20, -5.31], [-2.92, 0.83, 5.70], [0.66, -0.49, 0.29], [1.80, 0.83, -0.07], [0.83, 1.10, 0.95], [-0.31, 0.43, 0.48], [-0.85, -2.55, 0.25], [3.25, 0.80, 1.94], [-3.24, 2.24, -4.51], [1.19, -1.59, 3.49], [-1.41, 0.31, -1.07], [-0.04, 0.08, 0.09], [0.02, -0.15, -0.22], [0.13, -0.74, 0.44], [-0.29, -0.07, 0.27], [1.27, 0.04, -1.12], [-0.62, 0.39, -0.89], [-0.28, -1.46, -0.10], [1.38, -0.84, 4.11], [0.15, 1.67, -0.49], [-0.07, 0.20, -1.37], [-0.44, 0.05, -6.00], [0.32, -0.30, 4.30], [-0.50, 0.30, -2.16], [-0.36, 0.06, -1.03], [-0.40, -0.82, 0.16], [0.36, 1.08, -0.13], [0.67, 0.69, 0.74], [-0.39, -1.08, 0.93], [-0.41, 0.27, 0.93], [0.40, -0.78, -1.08], [-1.93, -0.68, -0.19], [-1.15, 0.19, 3.99], [3.65, 1.22, 0.60], [1.87, 0.14, -3.24], [-4.33, -0.56, 3.09], [2.57, 1.86, -2.13], [0.02, -0.42, 0.06], [0.58, 0.26, -0.03], [0.46, 0.04, -0.17], [-0.71, -0.32, 1.04], [-0.44, -0.56, -0.40], [-0.86, -0.19, -1.62]]
}


(2)
{
  "formula": "C36H101F6MgO17PZr",
  "method": "ωB97M-V/def2-TZVPD",
  "fmax_ev_per_a": 3.3,
  "homo_energy_ev": -9.35,
  "energy_ev": -106111.76503,
  "orbital_gap_ev": 9.26,
  "species": ["Mg", "Zr", "O", "H", "O", "H", "O", "H", "O", "H", "O", "H", "P", "F", "F", "F", "F", "F", "F", "C", "C", "C", "O", "H", "H", "H", "H", "H", "H", "H", "H", "C", "C", "C", "O", "H", "H", "H", "H", "H", "H", "H", "H", "C", "C", "C", "O", "H", "H", "H", "H", "H", "H", "H", "H", "C", "C", "C", "O", "H", "H", "H", "H", "H", "H", "H", "H", "C", "C", "C", "O", "H", "H", "H", "H", "H", "H", "H", "H", "C", "C", "C", "O", "H", "H", "H", "H", "H", "H", "H", "H", "C", "C", "C", "O", "H", "H", "H", "H", "H", "H", "H", "H", "C", "C", "C", "O", "H", "H", "H", "H", "H", "H", "H", "H", "C", "C", "C", "O", "H", "H", "H", "H", "H", "H", "H", "H", "C", "C", "C", "O", "H", "H", "H", "H", "H", "H", "H", "H", "C", "C", "C", "O", "H", "H", "H", "H", "H", "H", "H", "H", "C", "C", "C", "O", "H", "H", "H", "H", "H", "H", "H", "H"],
  "xyz": [[16.19915, 13.12905, -18.75741], [18.14626, 13.00107, -21.40329], [19.30812, 13.06042, -23.11562], [19.72046, 13.54792, -23.85509], [19.17094, 11.27626, -20.77790], [19.70356, 10.46887, -20.91560], [16.32572, 12.31214, -20.47237], [15.73891, 11.54680, -20.62873], [18.06197, 13.64617, -19.33385], [18.55428, 14.36680, -18.89471], [17.02304, 14.66132, -21.96035], [16.53262, 15.33819, -22.46619], [17.07017, 15.34892, -16.07074], [16.49331, 14.44426, -17.32398], [16.07932, 14.47927, -15.09139], [18.24929, 14.28757, -15.84034], [17.57902, 16.30561, -14.83460], [18.04762, 16.08007, -17.15039], [15.93678, 16.44164, -16.41933], [22.75605, 11.25270, -21.42147], [22.71513, 10.47475, -20.09230], [24.03796, 10.73460, -19.37701], [21.58016, 11.05433, -19.39561], [23.65196, 11.10420, -22.02429], [22.79002, 12.33765, -21.32230], [21.86745, 11.02297, -22.00945], [22.52192, 9.41640, -20.26744], [24.82230, 10.31710, -20.00837], [24.08844, 10.23782, -18.40811], [24.28994, 11.76447, -19.12406], [20.77621, 11.09809, -19.91844], [15.72323, 9.95503, -22.91079], [17.07821, 10.59673, -23.27685], [17.56348, 10.28420, -24.69694], [16.91628, 11.90812, -23.05274], [14.85554, 10.32281, -23.45848], [15.43961, 10.10217, -21.86867], [15.73187, 8.88313, -23.10840], [17.87008, 10.24124, -22.61755], [17.72455, 9.22059, -24.87268], [18.52193, 10.65528, -25.05994], [16.87828, 10.65374, -25.45987], [16.18390, 12.15237, -23.62333], [18.24127, 18.99419, -22.07861], [19.59623, 18.42775, -21.80723], [20.66696, 19.49348, -21.50350], [19.60902, 17.49099, -20.77152], [17.55556, 18.14745, -22.10937], [18.30336, 19.63539, -22.95787], [17.91719, 19.51132, -21.17548], [20.05513, 17.90255, -22.64489], [20.44189, 19.95365, -20.54137], [20.64884, 20.28432, -22.25340], [21.68293, 19.09864, -21.50568], [19.64930, 17.99974, -19.95842], [15.48080, 17.13394, -19.67701], [14.56639, 15.97291, -19.68291], [13.50467, 15.97358, -20.79145], [15.42206, 14.81565, -19.77240], [15.88816, 17.22645, -20.68380], [16.29137, 16.97971, -18.96477], [14.87246, 18.00359, -19.42857], [14.09121, 15.92218, -18.70325], [12.96208, 16.91795, -20.74832], [12.78208, 15.15997, -20.72818], [14.01911, 15.92615, -21.75125], [15.93983, 14.92339, -20.57360], [13.09432, 14.02136, -16.55589], [13.87551, 12.74839, -16.90233], [13.02304, 11.52700, -16.69169], [14.36303, 12.73408, -18.22983], [12.08559, 14.04629, -16.96814], [13.67858, 14.89214, -16.85332], [13.06127, 14.23928, -15.48841], [14.67816, 12.69937, -16.16650], [12.69077, 11.50064, -15.65391], [13.58884, 10.62093, -16.90849], [12.07360, 11.46191, -17.22316], [13.58550, 12.73777, -18.79289], [17.52328, 9.54742, -18.51381], [16.69162, 10.36872, -17.62016], [16.68904, 9.94565, -16.11623], [17.08620, 11.73768, -17.63844], [18.58037, 9.75068, -18.34249], [17.20203, 9.74599, -19.53629], [17.47640, 8.48725, -18.26494], [15.67398, 10.20055, -17.97262], [16.44594, 8.88326, -16.09791], [16.05203, 10.48741, -15.41707], [17.70831, 9.97430, -15.73104], [18.01554, 11.82015, -17.41231], [21.12917, 10.01853, -15.95372], [20.77219, 11.53437, -16.01522], [22.01337, 12.47054, -16.14748], [19.95828, 11.63037, -17.09892], [21.67802, 9.90785, -15.01851], [21.70070, 9.73920, -16.83883], [20.25185, 9.38809, -15.80891], [20.09083, 11.78288, -15.20152], [21.80710, 13.51761, -16.36932], [22.64916, 12.00806, -16.90246], [22.58153, 12.34774, -15.22541], [20.57039, 11.57539, -17.83641], [20.95318, 11.45283, -26.37375], [21.53531, 11.04125, -25.01428], [22.88987, 10.34262, -25.17087], [21.69345, 12.22791, -24.28228], [21.68512, 11.78339, -27.11068], [20.33944, 12.35336, -26.35241], [20.44668, 10.55962, -26.73947], [20.89580, 10.34181, -24.47582], [23.47815, 10.99268, -25.81852], [22.72231, 9.38457, -25.66297], [23.42754, 10.23847, -24.22845], [20.87822, 12.46192, -23.83256], [20.30800, 17.64632, -26.89718], [20.84576, 17.32522, -25.44531], [20.32754, 16.00131, -24.90996], [22.27729, 17.25682, -25.50393], [19.22254, 17.74471, -26.91095], [20.58102, 16.83306, -27.56963], [20.77266, 18.55967, -27.26862], [20.33197, 18.16589, -24.97906], [19.30846, 16.06694, -24.52879], [20.89545, 15.64934, -24.04874], [20.37904, 15.24183, -25.69010], [22.52316, 16.36865, -25.77283], [22.13892, 15.00373, -21.26645], [21.02126, 14.33323, -20.50420], [21.01914, 14.71305, -18.99104], [19.78931, 14.72490, -21.00241], [23.10799, 14.74985, -20.83687], [21.92384, 16.07208, -21.28821], [22.13348, 14.65389, -22.29877], [21.08133, 13.24869, -20.59507], [20.33883, 14.09008, -18.41035], [20.69552, 15.74032, -18.82348], [21.97990, 14.79023, -18.48203], [19.82973, 15.68355, -20.97141], [20.47811, 8.19142, -22.22963], [20.88646, 7.04347, -21.28873], [19.86963, 6.90798, -20.17388], [20.80154, 5.84291, -22.03701], [21.22864, 8.30406, -23.01201], [20.42331, 9.12516, -21.66996], [19.51354, 8.09407, -22.72784], [21.90703, 7.23841, -20.95930], [19.91624, 7.84486, -19.61873], [20.18966, 6.21269, -19.39783], [18.83605, 6.74181, -20.47750], [19.89365, 5.78937, -22.34439], [16.22826, 13.99544, -26.78592], [15.80576, 14.05942, -25.29012], [14.94506, 15.23325, -24.86140], [15.20756, 12.86755, -24.88122], [16.64328, 13.00179, -26.95481], [16.92309, 14.79168, -27.05298], [15.33822, 14.08859, -27.40821], [16.69448, 14.00938, -24.66103], [14.02309, 15.25025, -25.44258], [15.39245, 16.21468, -25.01872], [14.67856, 15.17582, -23.80603], [14.34256, 12.79096, -25.29050]],
  "forces_ev_per_angstrom": [[1.34, 1.26, -0.16], [0.41, 1.27, 0.45], [0.58, -0.03, -0.56], [-1.01, 0.11, 0.99], [0.26, -0.11, -0.31], [-1.15, 0.84, -0.37], [-0.92, -1.66, -0.52], [0.81, 0.82, -0.29], [0.42, 0.23, -0.45], [-0.57, -0.57, -0.65], [-0.45, 0.45, -0.37], [0.83, -0.89, 0.30], [0.77, 1.06, 1.07], [-0.47, -0.22, 0.18], [0.41, 0.82, -0.44], [-0.24, -0.19, 0.29], [-0.31, -1.08, -1.00], [-0.06, 0.22, 0.15], [-0.36, -0.39, 0.27], [0.15, -0.35, -0.48], [-0.41, 2.64, -0.91], [-0.27, -0.81, 0.82], [1.37, -0.61, 1.43], [-0.02, -0.71, -0.10], [-0.28, -0.06, 0.67], [0.11, 0.04, -0.22], [0.26, -0.14, 0.10], [0.10, 0.05, 0.07], [-0.05, -0.35, 0.03], [-0.44, 0.26, -0.58], [-0.27, 0.27, -0.49], [0.13, -1.19, -0.26], [0.33, -3.22, -0.47], [-0.09, -0.38, -0.97], [0.33, 2.67, 0.44], [0.28, 0.42, -0.48], [0.43, -0.06, 0.11], [0.05, -0.16, 0.15], [-0.19, -0.14, 0.33], [-0.57, -0.32, 0.26], [0.21, 0.74, 0.95], [-0.44, -0.13, 0.06], [-0.58, 1.13, -0.15], [0.03, -0.56, 0.68], [2.44, 0.65, -0.75], [-0.51, 0.30, -0.21], [-0.29, -0.56, 0.76], [-0.20, 0.10, -0.77], [-0.56, -0.07, 0.07], [0.01, 0.60, -0.13], [-0.68, -0.26, -0.46], [0.12, 0.14, 0.18], [-0.09, 0.08, -0.04], [-0.14, -0.23, 0.17], [-0.09, -0.26, 0.48], [-0.19, 0.90, -0.36], [-0.07, -1.49, 0.59], [0.55, 0.39, 0.34], [-1.57, -0.02, 0.50], [0.23, 0.34, -0.07], [-0.16, 0.13, 0.03], [0.40, 0.40, -0.02], [-0.13, -0.20, 0.00], [-0.11, 0.03, -0.07], [0.17, -0.09, 0.12], [-0.08, -0.04, -0.15], [0.90, -0.34, -0.90], [0.79, 0.62, -0.09], [-1.52, 0.18, 1.79], [-0.32, -0.75, 0.68], [-0.39, -0.07, 0.05], [0.02, 0.02, -0.12], [-0.09, 0.04, -0.58], [-0.26, -0.73, 0.20], [0.58, -0.01, -0.66], [0.27, -0.12, 0.20], [-0.01, -0.07, 0.09], [0.09, 0.42, -0.59], [0.11, 0.12, -0.43], [1.20, -0.85, -0.12], [-0.61, 0.00, 2.80], [0.72, -1.03, -0.91], [-1.56, -0.30, -0.39], [0.10, 0.43, -0.41], [0.55, -0.18, -0.11], [-0.60, -0.16, -0.17], [-0.34, 1.01, -0.05], [-0.34, -0.11, 0.24], [-0.14, 0.22, -0.47], [0.16, 0.30, 0.01], [0.96, 0.08, 0.06], [0.51, 1.21, 1.57], [0.48, -0.87, 1.02], [-0.35, -1.62, 0.76], [-1.67, 1.07, -2.38], [0.64, -0.50, -0.14], [0.04, -0.13, 0.14], [-0.20, 0.22, -0.43], [0.56, 0.19, 0.61], [-0.21, -0.24, 0.10], [0.02, 0.31, -0.39], [0.07, 0.44, 0.16], [-0.16, -0.11, -0.98], [0.04, -0.75, -0.20], [0.42, 0.72, -0.39], [-0.40, 0.77, -0.35], [1.31, 0.36, 0.44], [0.60, -0.51, 0.13], [-0.69, -0.43, 0.59], [-0.39, 0.32, -0.62], [-0.53, 0.06, -0.01], [0.30, -0.19, -0.07], [0.26, -0.08, 0.05], [-0.25, -0.18, 0.02], [-0.47, -0.37, 0.51], [0.56, -0.92, 0.55], [-0.87, -0.69, -2.49], [-0.39, 0.12, 0.31], [-0.53, 1.30, 0.65], [-0.05, 0.08, 0.08], [0.00, -0.06, -0.17], [-0.06, 0.02, 0.12], [1.43, 0.26, 1.34], [-0.24, 0.02, -0.28], [0.29, 0.13, -0.03], [-0.04, -0.16, -0.05], [-0.15, -0.14, 0.01], [-0.23, -0.37, -0.36], [1.22, -0.36, 2.14], [0.30, 0.35, 0.06], [-0.70, -0.30, -1.01], [0.02, 0.35, 0.07], [0.45, 0.20, 0.16], [0.03, -0.06, -0.11], [0.02, 0.07, 0.01], [0.28, -0.20, -0.02], [-0.52, 0.24, -0.52], [0.36, -0.81, -0.27], [-1.02, 0.79, -0.11], [0.66, 0.43, 0.25], [-2.34, 0.10, -1.16], [1.11, 1.21, 1.58], [1.11, -0.61, -0.36], [0.05, 0.08, -0.02], [0.22, 0.03, -0.09], [-0.17, -0.46, 0.19], [-0.05, -0.49, 0.15], [-0.46, 0.39, 0.09], [-0.16, -0.56, -0.37], [0.18, -0.12, -0.28], [-0.05, -0.11, -0.07], [-0.79, 0.01, 1.02], [1.50, 0.79, -0.06], [-0.14, 0.35, -0.34], [-1.12, -1.23, -0.11], [0.27, 0.18, -0.10], [0.06, -0.13, 0.06], [-0.08, 0.06, -0.17], [0.44, 0.62, -0.19], [-0.23, -0.08, -0.04], [0.33, -0.08, -0.13], [0.04, -0.24, -0.01], [-0.24, -0.19, 0.00]]
}